Molecular formula: C27H28INO8
Method: DFT, ωB97M-V/def2-TZVPD

Charge ... 0
2S+1 ... 1
Highest occupied orbital energy ... -8.020 eV
SMILES string ... Cc1ccc(Cc2ccc(CCCI)c3c2C(=O)C=C(N)C3=O)cc1.O=C1OCCO1.O=C1OCCO1
Frontier orbital gap ... 0.2420 hartree
LUMO energy ... -0.0527 Eh

Atoms and positions in Å:
C -1.2214 -0.6763 4.0647
C -0.2157 -1.2621 2.8635
C 1.1122 -0.3279 2.5480
C 2.1606 -0.7654 1.3642
C 1.8381 -2.1735 0.5215
C 2.9341 -2.5051 -0.6975
C 2.5209 -1.4447 -1.9231
C 3.2671 0.0375 -1.8342
C 2.8719 1.1454 -2.9764
C 1.7494 0.7261 -4.1335
C 1.3784 1.9414 -5.2189
C 0.5628 3.0798 -4.3044
C -0.9825 3.3421 -4.8662
I -2.4236 1.8435 -4.0854
C 1.0300 -0.7474 -4.2481
C 1.4385 -1.8707 -3.0784
C 0.6644 -3.3333 -3.1799
O 1.1632 -4.5019 -2.7679
C -0.8759 -3.2662 -3.8284
C -1.2581 -2.2410 -4.8800
N -2.6326 -2.1183 -5.4999
C -0.0520 -1.2069 -5.4029
O -0.0151 -0.8586 -6.6956
C 0.5291 -3.1406 0.8298
C -0.5254 -2.6819 2.0434
H -1.0117 0.4762 4.1757
H -0.9599 -1.3058 5.0183
H -2.3159 -0.8122 3.6722
H 1.2666 0.6676 3.1526
H 3.1246 -0.1204 1.0826
H 3.9867 -2.1817 -0.2448
H 2.9121 -3.6244 -1.0387
H 4.0489 0.3392 -1.0168
H 3.3311 2.2424 -2.9759
H 0.5970 1.5903 -6.0315
H 2.3317 2.4392 -5.6820
H 1.2221 4.0536 -4.3107
H 0.4310 2.6989 -3.1852
H -1.0338 3.3923 -6.0509
H -1.3157 4.3702 -4.3619
H -1.7306 -4.0080 -3.4956
H -3.2210 -1.3820 -5.0519
H -3.1722 -3.0112 -5.4818
H 0.3475 -4.1296 0.1963
H -1.4978 -3.3275 2.2932
O -2.1277 0.7093 6.4280
C -1.9038 -0.0667 7.3419
O -2.6389 -0.1399 8.4899
C -2.2074 -1.2970 9.1813
C -0.8255 -1.5155 8.6562
O -0.8844 -0.9747 7.3500
H -2.2208 -1.1304 10.2619
H -2.8822 -2.1250 8.9402
H -0.0690 -0.9708 9.2309
H -0.5545 -2.5744 8.6259
O -1.1007 5.1902 -2.0011
C -0.8768 4.4142 -1.0871
O -1.6119 4.3410 0.0608
C -1.1805 3.1840 0.7523
C 0.2014 2.9655 0.2272
O 0.1426 3.5062 -1.0790
H -1.1939 3.3505 1.8329
H -1.8553 2.3559 0.5112
H 0.9580 3.5102 0.8018
H 0.4724 1.9065 0.1969

Results of the Mulliken charge analysis, in e, for atoms 1 through 5:
1 C -0.827
2 C 0.552
3 C -0.524
4 C -0.340
5 C 0.416